(1)
Molecular formula: C28H35F4N4OPtS
Method: DFT, ωB97M-V with the def2-TZVPD basis set

HOMO (alpha / beta) = -9.70 / -9.71 eV
Energy relative to the best compared isomer or geometry (same formula, charge and spin) = 15.70 kcal/mol
DFT total energy = -2298.8874 a.u.

The geometry in ORCA input format:
```
! RIJCOSX wB97M-V def2-TZVPD def2/J DEFGRID3
* xyz 1 1
Pt 0.707 0.505 0.569
C -1.015 2.460 -1.527
C -0.060 3.448 -0.868
N 0.957 2.831 0.024
C 2.323 3.034 -0.491
C 2.640 2.157 -1.694
C 0.783 3.327 1.401
C 1.624 2.620 2.442
N 1.518 1.179 2.276
C 1.926 0.313 3.246
C 1.891 -1.073 2.977
F 1.465 -1.482 1.742
C 2.223 -2.044 3.891
F 2.117 -3.328 3.531
C 2.651 -1.717 5.161
C 2.730 -0.372 5.456
F 3.140 0.008 6.666
C 2.389 0.614 4.547
F 2.536 1.886 4.969
H -1.813 2.996 -2.042
H -1.463 1.815 -0.770
H -0.481 1.849 -2.254
H -0.639 4.172 -0.292
H 0.458 4.014 -1.646
H 3.030 2.804 0.304
H 2.454 4.090 -0.756
H 2.496 1.110 -1.420
H 3.678 2.304 -1.994
H 2.001 2.386 -2.548
H -0.268 3.180 1.654
H 1.001 4.402 1.458
H 1.251 2.960 3.406
H 2.672 2.930 2.380
H 2.909 -2.472 5.888
N 0.083 -0.392 -1.196
S 0.919 -1.459 -2.035
C 0.800 -0.913 -3.749
C 1.951 -0.447 -4.364
C 1.857 0.128 -5.624
C 0.621 0.236 -6.244
C -0.524 -0.247 -5.622
C -0.439 -0.827 -4.368
C -0.088 -2.953 -2.111
C 0.123 -3.889 -3.112
C -0.632 -5.051 -3.108
C -1.572 -5.270 -2.110
C -1.766 -4.328 -1.111
C -1.017 -3.159 -1.104
H -0.857 -0.236 -1.540
H 2.907 -0.533 -3.862
H 2.749 0.491 -6.116
H 0.548 0.699 -7.219
H -1.484 -0.178 -6.116
H -1.327 -1.220 -3.884
H 0.855 -3.711 -3.889
H -0.483 -5.787 -3.887
H -2.153 -6.183 -2.109
H -2.494 -4.499 -0.329
H -1.152 -2.408 -0.335
C -4.332 0.532 1.259
N -3.532 0.053 2.383
C -4.190 -0.257 3.650
C -2.209 -0.043 2.191
C -1.320 -0.485 3.320
O -1.729 0.243 1.079
H -5.383 0.510 1.525
H -4.168 -0.095 0.383
H -4.050 1.552 0.994
H -5.264 -0.173 3.517
H -3.895 0.434 4.440
H -3.977 -1.275 3.973
H -1.850 -0.766 4.224
H -0.635 0.332 3.547
H -0.724 -1.332 2.978
*
```



(2)
Molecular formula: C28H35FN2O4
Method: DFT, ωB97M-V with the def2-TZVPD basis set

HOMO = -5.56 eV
Energy relative to the best compared isomer or geometry (same formula, charge and spin) = 76.88 kcal/mol
DFT total energy = -1598.1710 a.u.

The geometry in ORCA input format:
```
! RIJCOSX wB97M-V def2-TZVPD def2/J DEFGRID3
* xyz 0 1
C -4.469 3.491 -4.078
C -3.527 2.345 -3.819
O -2.213 2.918 -3.587
C -1.250 2.018 -3.279
C 0.017 2.690 -3.256
F -0.011 4.000 -3.549
C 1.314 2.098 -3.216
O 1.612 0.944 -2.913
O 2.231 3.022 -3.586
C 3.541 2.439 -3.791
C 4.482 3.568 -4.109
O -1.442 0.822 -3.094
H -5.462 3.107 -4.317
H -4.551 4.118 -3.185
H -4.125 4.101 -4.919
H -3.838 1.786 -2.926
H -3.482 1.679 -4.691
H 3.858 1.918 -2.877
H 3.486 1.724 -4.624
H 5.468 3.155 -4.335
H 4.136 4.142 -4.975
H 4.573 4.234 -3.246
C -6.893 -3.015 1.017
C -6.374 -4.367 0.503
C -4.943 -4.126 -0.004
N -4.587 -2.802 0.470
C -3.344 -2.247 0.282
C -2.703 -2.305 -0.984
C -1.541 -1.597 -1.198
C -0.821 -1.016 -0.117
C 0.435 -0.411 -0.362
C 1.515 -0.398 0.549
C 1.609 -1.277 1.679
C 2.653 -1.181 2.579
C 3.620 -0.147 2.459
N 4.549 0.072 3.456
C 4.623 1.319 4.198
C 5.608 1.062 5.349
C 6.160 -0.358 5.161
C 5.446 -0.960 3.941
C 3.579 0.684 1.304
C 2.606 0.502 0.343
C -1.426 -1.055 1.178
C -2.692 -1.577 1.351
C -5.688 -2.059 1.049
H -7.647 -2.616 0.332
H -7.335 -3.097 2.012
H -6.340 -5.097 1.316
H -6.999 -4.765 -0.299
H -4.240 -4.872 0.402
H -4.881 -4.170 -1.105
H -3.201 -2.832 -1.799
H -1.139 -1.471 -2.201
H 0.589 0.026 -1.343
H 0.847 -2.039 1.838
H 2.719 -1.849 3.442
H 4.963 2.134 3.541
H 3.619 1.586 4.574
H 6.404 1.809 5.336
H 5.074 1.143 6.299
H 7.239 -0.338 4.986
H 5.966 -0.976 6.040
H 4.882 -1.874 4.181
H 6.182 -1.218 3.159
H 4.363 1.436 1.180
H 2.623 1.062 -0.593
H -0.899 -0.627 2.030
H -3.194 -1.529 2.320
H -5.898 -1.153 0.451
H -5.437 -1.732 2.069
*
```



(3)
Molecular formula: C28H35N5OP2Tc
Method: DFT, ωB97M-V with the def2-TZVPD basis set

HOMO (alpha / beta) = -14.06 / -14.03 eV
⟨S²⟩ = 3.78
Energy relative to the best compared isomer or geometry (same formula, charge and spin) = 9.29 kcal/mol
DFT total energy = -2199.8590 a.u.

The geometry in ORCA input format:
```
! RIJCOSX wB97M-V def2-TZVPD def2/J DEFGRID3
* xyz 2 4
Tc -1.250 -0.212 -0.678
C 2.814 -0.035 -0.350
P 1.195 -0.787 -0.664
C 1.092 -2.047 0.656
N 2.054 -2.940 0.726
C 2.053 -3.796 1.771
C 3.058 -4.781 1.871
C 3.059 -5.620 2.948
C 2.077 -5.510 3.963
C 1.096 -4.564 3.895
C 1.064 -3.688 2.789
N 0.100 -2.745 2.709
C 0.088 -1.960 1.656
P -1.231 -0.675 1.605
C -0.874 0.381 3.023
C -2.888 -1.488 1.782
C -2.981 -2.516 2.921
C -3.941 -0.398 2.029
C -3.092 -2.193 0.452
C 1.199 -1.606 -2.323
C -0.193 -2.225 -2.489
C 1.375 -0.486 -3.360
C 2.278 -2.671 -2.507
H 3.537 -0.851 -0.323
H 2.805 0.473 0.613
H 3.080 0.679 -1.127
H 3.802 -4.840 1.088
H 3.822 -6.381 3.042
H 2.117 -6.192 4.802
H 0.338 -4.458 4.659
H -0.824 -0.288 3.886
H -1.651 1.128 3.174
H 0.088 0.874 2.893
H -2.792 -2.046 3.887
H -2.292 -3.345 2.799
H -4.002 -2.901 2.937
H -3.802 0.064 3.007
H -4.925 -0.869 2.038
H -3.950 0.361 1.250
H -2.332 -2.953 0.253
H -3.103 -1.387 -0.590
H -4.093 -2.594 0.285
H -1.052 -1.522 -2.507
H -0.383 -3.000 -1.739
H -0.276 -2.704 -3.469
H 0.591 0.275 -3.282
H 1.306 -0.914 -4.362
H 2.349 -0.003 -3.283
H 2.164 -3.491 -1.801
H 3.276 -2.250 -2.384
H 2.213 -3.070 -3.521
N 2.335 9.410 -3.792
C 1.819 8.493 -3.333
C 1.174 7.342 -2.764
C 0.146 7.500 -1.841
C -0.473 6.390 -1.292
C -0.059 5.120 -1.668
C 0.966 4.953 -2.591
C 1.581 6.065 -3.138
N -0.702 3.966 -1.095
C -1.754 3.968 -0.208
C -2.047 2.672 0.064
N -1.185 1.875 -0.653
C -0.388 2.679 -1.336
H -0.170 8.493 -1.554
H -1.268 6.539 -0.578
H 1.296 3.974 -2.905
H 2.377 5.947 -3.859
H -2.219 4.868 0.148
H -2.826 2.264 0.682
H 0.397 2.360 -1.995
O -3.164 -0.109 -0.943
*
```



(4)
Molecular formula: C28H36As2InN6O
Method: DFT, ωB97M-V with the def2-TZVPD basis set

HOMO = -16.44 eV
Energy relative to the best compared isomer or geometry (same formula, charge and spin) = 48.63 kcal/mol
DFT total energy = -6153.1341 a.u.

The geometry in ORCA input format:
```
! RIJCOSX wB97M-V def2-TZVPD def2/J DEFGRID3
* xyz 3 1
In 0.086 0.357 0.469
N 3.097 1.980 1.617
C 2.296 2.721 0.856
N 2.800 3.860 0.412
C 1.972 4.676 -0.235
N 2.434 5.807 -0.724
N 0.634 4.427 -0.410
C 0.237 3.277 0.021
N 1.003 2.310 0.614
C -1.220 2.982 -0.090
C -2.121 3.974 -0.422
C -3.476 3.671 -0.417
C -3.873 2.391 -0.065
C -2.908 1.452 0.241
N -1.606 1.729 0.219
H 3.994 2.381 1.849
H 2.813 1.143 2.092
H 3.400 6.057 -0.580
H 1.812 6.459 -1.175
H -1.754 4.962 -0.653
H -4.208 4.429 -0.661
H -4.920 2.125 -0.019
H -3.176 0.455 0.545
C -4.293 -1.422 -0.539
As -2.576 -1.903 0.219
C -3.016 -2.917 1.824
C -1.696 -3.013 -1.044
C -2.374 -3.465 -2.178
C -1.786 -4.400 -3.009
C -0.499 -4.859 -2.737
C 0.211 -4.354 -1.667
C -0.378 -3.429 -0.797
As 0.765 -2.495 0.422
C 2.290 -3.678 0.727
C 0.106 -2.637 2.264
H -4.832 -2.342 -0.767
H -4.172 -0.822 -1.439
H -4.858 -0.872 0.212
H -4.089 -3.098 1.770
H -2.783 -2.368 2.730
H -2.479 -3.862 1.793
H -3.377 -3.123 -2.402
H -2.330 -4.783 -3.861
H -0.042 -5.602 -3.376
H 1.226 -4.696 -1.514
H 1.888 -4.612 1.118
H 2.924 -3.205 1.476
H 2.871 -3.866 -0.169
H -0.146 -3.661 2.534
H -0.737 -1.981 2.450
H 0.941 -2.319 2.892
C 1.589 -1.901 -6.710
C 1.854 -1.472 -5.306
C 2.914 -2.007 -4.578
C 3.205 -1.569 -3.300
C 4.438 -2.099 -2.623
C 2.351 -0.605 -2.694
C 2.701 -0.215 -1.367
O 1.947 0.230 -0.467
C 1.266 -0.044 -3.425
C 0.396 1.064 -2.909
C 1.057 -0.482 -4.713
H 2.101 -2.830 -6.950
H 1.945 -1.133 -7.402
H 0.521 -2.030 -6.887
H 3.554 -2.749 -5.038
H 5.259 -1.380 -2.691
H 4.779 -3.011 -3.109
H 4.295 -2.318 -1.569
H 3.756 -0.272 -1.084
H -0.178 0.777 -2.023
H -0.320 1.360 -3.672
H 0.985 1.946 -2.641
H 0.259 -0.037 -5.295
*
```



(5)
Molecular formula: C28H36As2LuSi
Method: DFT, ωB97M-V with the def2-TZVPD basis set

HOMO = -9.08 eV
DFT total energy = -7084.7462 a.u.

The geometry in ORCA input format:
```
! RIJCOSX wB97M-V def2-TZVPD def2/J DEFGRID3
* xyz 1 1
C 1.255 2.384 0.285
C 0.034 2.600 -0.433
C -1.055 2.496 0.482
H -0.054 2.887 -1.486
C -0.512 2.289 1.783
C 0.916 2.220 1.667
H 1.635 2.204 2.486
H 2.258 2.344 -0.164
H -2.103 2.628 0.218
H -1.076 2.290 2.710
Lu -0.050 0.346 0.459
C -0.517 -1.761 -1.716
H -1.158 -1.421 -0.871
H 0.077 -2.633 -1.416
H -1.197 -2.130 -2.485
Si 0.795 -0.521 -2.587
C 2.304 -0.671 -3.739
C 3.107 0.491 -3.804
H 2.706 1.468 -3.511
C 4.452 0.418 -4.179
H 5.064 1.316 -4.172
C 5.024 -0.815 -4.480
H 6.092 -0.886 -4.682
C 4.210 -1.952 -4.512
H 4.663 -2.909 -4.740
C 2.848 -1.883 -4.190
H 2.212 -2.763 -4.291
C -0.437 0.574 -3.556
C -0.094 1.503 -4.551
H 0.868 1.440 -5.068
C -1.014 2.519 -4.893
H -0.750 3.249 -5.651
C -2.233 2.663 -4.222
H -2.978 3.392 -4.533
C -2.528 1.779 -3.184
H -3.417 1.895 -2.570
C -1.662 0.735 -2.886
H -1.963 0.079 -2.064
H 0.606 0.758 -1.483
H 1.830 0.058 -1.629
C 2.628 -0.430 3.545
As 1.049 -1.065 2.596
C 1.149 -2.969 3.004
C -0.428 -0.570 3.845
C -0.117 -0.134 5.125
C -1.141 0.313 5.976
C -2.465 0.333 5.537
C -2.790 -0.090 4.240
C -1.782 -0.534 3.399
As -2.223 -0.988 1.517
C -3.986 -0.180 1.295
C -2.564 -2.884 1.741
H 3.390 -0.267 2.773
H 2.962 -1.203 4.247
H 2.407 0.514 4.055
H 1.781 -3.086 3.890
H 0.141 -3.356 3.171
H 1.612 -3.442 2.132
H 0.925 -0.129 5.457
H -0.887 0.638 6.985
H -3.255 0.670 6.197
H -3.819 -0.055 3.884
H -3.930 0.874 1.592
H -4.225 -0.255 0.226
H -4.711 -0.733 1.902
H -1.618 -3.429 1.665
H -3.243 -3.189 0.938
H -3.019 -3.036 2.724
*
```



(6)
Molecular formula: C28H36As2SiTi
Method: DFT, ωB97M-V with the def2-TZVPD basis set

HOMO (alpha / beta) = -10.43 / -10.34 eV
⟨S²⟩ = 0.76
Energy relative to the best compared isomer or geometry (same formula, charge and spin) = 0.00 kcal/mol
DFT total energy = -6698.7629 a.u.

The geometry in ORCA input format:
```
! RIJCOSX wB97M-V def2-TZVPD def2/J DEFGRID3
* xyz 1 2
C 1.567 2.759 0.713
C 0.550 2.702 -0.298
C -0.723 2.513 0.358
H 0.698 2.863 -1.361
C -0.483 2.457 1.782
C 0.938 2.599 1.995
H 1.432 2.659 2.960
H 2.624 2.946 0.538
H -1.683 2.490 -0.144
H -1.232 2.401 2.563
Ti 0.478 0.776 0.799
C -1.063 -2.844 -4.439
H -1.799 -2.857 -3.632
H -1.433 -2.229 -5.263
H -0.116 -2.436 -4.079
Si 0.274 -0.314 -1.619
C 1.935 -0.352 -2.471
C 2.731 0.802 -2.562
H 2.413 1.726 -2.086
C 3.936 0.774 -3.267
H 4.542 1.679 -3.331
C 4.359 -0.401 -3.889
H 5.291 -0.417 -4.452
C 3.584 -1.559 -3.782
H 3.913 -2.482 -4.260
C 2.390 -1.542 -3.055
H 1.811 -2.458 -2.938
C -0.891 0.589 -2.777
C -0.472 1.100 -4.014
H 0.506 0.833 -4.408
C -1.281 1.988 -4.733
H -0.923 2.404 -5.676
C -2.534 2.352 -4.240
H -3.147 3.078 -4.775
C -3.007 1.771 -3.061
H -4.002 2.023 -2.687
C -2.204 0.871 -2.356
H -2.594 0.400 -1.455
H -0.205 -1.721 -1.503
H -0.899 -3.866 -4.794
C 3.002 -0.933 4.275
As 1.741 -0.610 2.777
C 1.424 -2.511 2.435
C 0.149 -0.262 3.961
C 0.289 0.432 5.164
C -0.854 0.906 5.838
C -2.123 0.529 5.395
C -2.268 -0.216 4.214
C -1.146 -0.506 3.448
As -1.508 -0.606 1.482
C -3.417 -0.118 1.386
C -1.786 -2.527 1.141
H 3.868 -1.511 3.916
H 2.469 -1.501 5.047
H 3.337 0.028 4.682
H 2.044 -3.093 3.128
H 0.359 -2.725 2.567
H 1.709 -2.738 1.399
H 1.275 0.634 5.584
H -0.755 1.568 6.706
H -3.020 0.840 5.942
H -3.257 -0.508 3.870
H -3.562 0.862 1.846
H -3.714 -0.104 0.332
H -4.009 -0.865 1.933
H -0.819 -3.008 0.971
H -2.411 -2.591 0.247
H -2.300 -2.948 2.015
*
```



Number 1 is which compound? C28H35F4N4OPtS